No. 1
# C32H47F17N2O3

A cluster of 3 separate species, C32H47F17N2O3 in total (ωB97M-V/def2-TZVPD, the OMol25 dataset).

Structure (XYZ):
```
101
Properties=species:S:1:pos:R:3:forces:R:3:lowdin_charge:R:1
C 0.072 -0.838 2.329 -0.808 0.495 -1.509 -0.11
C 1.566 -0.683 1.749 0.380 -0.317 1.519 -0.17
C 1.915 -1.596 0.487 -0.557 -0.037 1.383 -0.20
F 3.375 -1.501 0.305 -2.655 0.113 -0.266 -0.09
C 1.093 -1.299 -0.859 -1.267 -1.131 -0.569 -0.26
C -0.347 -2.053 -0.699 -3.591 -0.947 1.715 -0.15
N -1.445 -2.527 -0.475 6.285 2.679 -1.267 0.17
C 0.734 0.239 -1.135 -0.110 0.825 0.659 -0.13
C 1.941 1.291 -0.962 -0.117 1.095 0.843 -0.18
C 1.373 2.555 -0.087 -0.511 -0.280 -0.062 -0.19
C 0.280 3.441 -0.921 0.386 0.506 1.110 -0.18
C -1.190 3.189 -0.320 -0.676 0.582 0.513 -0.22
C -2.365 4.050 -0.994 0.011 0.844 -0.057 -0.20
C -2.655 3.744 -2.547 1.034 0.712 -0.071 -0.21
C -2.235 2.290 -3.070 -0.726 -0.336 -0.893 -0.21
C -3.027 1.044 -2.435 0.419 -0.529 -1.053 -0.20
C -4.562 1.303 -2.037 -0.003 -1.548 0.721 -0.17
C -4.728 0.929 -0.465 -0.926 -0.495 0.758 -0.16
C -5.532 -0.476 -0.237 0.265 0.331 -0.129 -0.22
O -5.032 -1.541 -1.114 -1.753 0.291 0.415 -0.25
C -6.096 -2.500 -1.376 -0.232 -1.054 -0.145 -0.13
C 1.830 -2.085 -2.064 -0.281 -1.338 -1.518 -0.19
C 0.751 -3.052 -2.815 -3.019 -0.922 -2.536 -0.16
N -0.130 -3.588 -3.462 5.224 2.848 3.713 0.14
C 2.488 -1.174 -3.210 0.329 -0.338 -1.465 -0.19
C 1.433 -0.714 -4.380 0.563 -1.138 -0.291 -0.11
H -0.406 -1.877 2.120 1.029 1.682 0.671 0.08
H -0.590 -0.094 1.730 1.052 -1.412 1.084 0.05
H -0.015 -0.520 3.426 0.358 -0.686 -1.587 0.08
H 1.775 0.438 1.624 -0.196 -1.803 -0.236 0.10
H 2.278 -1.029 2.603 -1.005 0.472 -1.664 0.13
H 1.688 -2.694 0.784 0.621 1.751 -0.607 0.17
H -0.063 0.528 -0.338 1.371 -0.656 -1.366 0.10
H 0.236 0.453 -2.148 0.718 -0.876 1.494 0.11
H 2.274 1.733 -1.976 -0.429 -0.935 1.564 0.11
H 2.865 0.871 -0.402 -1.566 0.469 -1.116 0.11
H 0.784 2.162 0.838 1.144 0.482 -1.468 0.09
H 2.230 3.202 0.344 -1.308 -1.008 -0.992 0.12
H 0.383 3.287 -2.050 -0.244 0.118 1.610 0.10
H 0.533 4.553 -0.691 -0.522 -1.799 -0.613 0.12
H -1.140 3.522 0.795 -0.046 -0.625 -1.842 0.11
H -1.532 2.096 -0.301 0.798 1.410 -0.170 0.08
H -2.052 5.170 -0.927 -0.531 -1.819 -0.059 0.11
H -3.368 3.998 -0.406 1.873 -0.291 -0.756 0.11
H -2.025 4.511 -3.157 -1.055 -1.342 0.907 0.11
H -3.753 4.026 -2.758 1.714 -0.758 0.150 0.10
H -2.452 2.274 -4.215 0.375 0.135 1.880 0.12
H -1.105 2.056 -2.981 -1.785 0.725 0.003 0.08
H -2.383 0.595 -1.575 -1.470 0.821 -1.229 0.09
H -3.034 0.209 -3.247 0.153 1.377 1.414 0.12
H -5.211 0.521 -2.604 1.129 1.396 0.891 0.11
H -4.985 2.325 -2.322 0.896 -1.327 0.641 0.10
H -5.324 1.732 0.131 0.938 -1.322 -1.052 0.12
H -3.734 0.804 0.093 -1.214 0.382 -1.109 0.09
H -6.644 -0.312 -0.476 1.531 -0.141 0.507 0.12
H -5.390 -0.879 0.845 -0.448 0.985 -1.580 0.13
H -6.916 -2.474 -0.569 1.245 0.016 -1.078 0.09
H -5.667 -3.575 -1.391 -0.470 1.860 0.091 0.10
H -6.605 -2.344 -2.398 0.820 0.094 1.445 0.09
H 2.659 -2.818 -1.709 -1.585 1.415 -0.185 0.15
H 3.236 -1.866 -3.773 -1.181 1.171 1.125 0.12
H 3.131 -0.299 -2.829 -1.314 -1.402 -0.172 0.11
H 1.808 0.196 -4.969 -0.680 -1.179 1.165 0.08
H 0.357 -0.618 -4.003 1.611 0.176 -0.546 0.06
H 1.421 -1.594 -5.141 -0.160 1.558 1.291 0.08
F 9.163 -2.911 0.507 0.005 -0.101 -0.152 0.09
C 9.786 -3.677 -0.409 0.817 0.474 0.133 -0.30
F 10.630 -2.852 -1.082 -0.140 -0.250 -0.235 0.09
C 8.812 -4.348 -1.376 -0.863 0.088 -0.417 -0.43
F 8.146 -3.428 -2.117 0.221 0.012 0.258 0.13
F 9.549 -5.080 -2.265 0.192 -0.007 0.441 0.10
C 7.793 -5.313 -0.737 -0.456 -0.752 -0.188 -0.05
O 6.480 -4.795 -0.487 0.619 1.106 0.871 0.03
C 6.290 -4.090 0.726 0.497 -1.626 -0.472 -0.49
F 7.369 -4.255 1.518 -0.397 0.327 0.183 0.13
F 5.265 -4.710 1.358 -0.058 0.514 -0.156 0.14
C 5.933 -2.616 0.502 -0.267 0.643 -0.267 -0.29
F 6.896 -1.967 -0.189 -0.001 -0.266 0.002 0.10
F 5.793 -1.966 1.683 0.047 -0.462 0.084 0.10
H 10.397 -4.417 0.116 -0.098 -0.162 -0.074 0.17
H 7.626 -6.106 -1.473 -0.008 0.289 -0.071 0.15
H 8.199 -5.831 0.136 0.064 0.348 -0.012 0.14
H 5.000 -2.523 -0.054 0.156 -0.319 0.079 0.14
F -2.628 3.525 5.129 0.031 -0.106 -0.177 0.10
C -1.942 2.786 4.236 0.762 0.495 0.181 -0.29
F -1.102 3.645 3.600 -0.089 -0.242 -0.269 0.09
C -2.853 2.089 3.227 -0.952 0.097 -0.412 -0.43
F -3.521 2.988 2.464 0.230 0.025 0.264 0.12
F -2.055 1.388 2.365 0.070 0.110 0.475 0.07
C -3.860 1.084 3.822 -0.426 -0.782 -0.228 -0.04
O -5.200 1.555 4.022 0.570 1.150 0.888 0.03
C -5.462 2.247 5.228 0.496 -1.767 -0.473 -0.50
F -4.411 2.116 6.063 -0.424 0.365 0.150 0.13
F -6.488 1.588 5.818 -0.044 0.547 -0.169 0.14
C -5.862 3.708 4.996 -0.303 0.763 -0.182 -0.28
F -4.898 4.395 4.347 -0.073 -0.302 0.002 0.10
F -6.071 4.345 6.174 0.030 -0.437 0.057 0.10
H -1.328 2.066 4.781 -0.082 -0.166 -0.076 0.17
H -3.970 0.290 3.077 -0.016 0.278 -0.087 0.14
H -3.471 0.577 4.709 0.055 0.343 -0.007 0.15
H -6.778 3.771 4.403 0.000 -0.247 0.034 0.18
```
Positions in Å, forces in eV/Å.

Calculated values
- E (Eh) = -3280.19908
- LUMO (eV) = 0.428
- largest force on an atom (eV Å⁻¹) = 7.01
- gap between HOMO and LUMO (eV) = 9.986
- SMILES string = CC[C@H](F)[C@@](C#N)(CCCCCCCCCCCCOC)[C@@H](C#N)CC.FC(F)C(F)(F)COC(F)(F)C(F)F.FC(F)C(F)(F)COC(F)(F)C(F)F


No. 2
# C24H66F2N8O13S2

A cluster of 8 separate species, C24H66F2N8O13S2 in total (ωB97M-V/def2-TZVPD, the OMol25 dataset).

Structure (XYZ):
```
115
Properties=species:S:1:pos:R:3:forces:R:3:lowdin_charge:R:1
N -2.218 4.428 -3.303 -2.697 3.316 0.358 -0.26
S -2.086 4.727 -1.756 4.109 -2.813 3.387 0.46
O -2.992 4.021 -0.880 -0.287 0.714 -0.680 -0.30
O -1.545 5.969 -1.276 -1.146 0.253 -0.753 -0.28
F -0.761 3.798 -1.642 -0.417 0.049 0.104 -0.21
S -3.403 5.578 -3.578 -0.656 -0.272 -3.212 0.51
O -2.915 6.904 -3.813 0.026 -0.410 0.339 -0.29
O -4.656 5.426 -2.892 0.774 -0.086 0.179 -0.29
F -3.755 5.058 -5.057 0.164 0.041 0.327 -0.21
N 0.397 -0.274 -0.919 0.736 0.470 -0.574 -0.59
O 0.449 -0.045 -2.131 -0.229 -0.012 0.534 0.02
O 0.572 -1.462 -0.511 0.670 0.185 0.407 -0.12
O 0.217 0.653 -0.093 0.255 -0.467 -0.063 -0.06
C 1.495 -3.239 2.780 0.518 0.414 0.288 -0.04
C 1.409 -1.808 3.328 -0.910 -0.266 -0.228 -0.45
C 2.245 -1.558 4.580 -0.706 0.821 -0.084 -0.20
O 1.986 -2.432 5.656 0.474 -0.650 0.187 -0.19
C 0.829 -2.189 6.401 -0.273 0.426 -0.247 -0.13
N 1.779 -0.886 2.273 0.879 0.169 -0.418 0.06
H 1.341 -4.030 3.516 -0.307 0.241 0.193 0.07
H 2.525 -3.378 2.436 -0.096 -0.023 -0.368 0.06
H 0.785 -3.341 1.961 0.143 -0.143 -0.124 0.08
H 0.359 -1.577 3.574 -0.048 -0.461 0.415 0.12
H 1.962 -0.535 4.876 0.376 0.073 0.175 0.11
H 3.318 -1.577 4.390 -0.014 -0.172 -0.188 0.13
H 0.833 -1.177 6.828 0.043 0.024 -0.008 0.08
H 0.784 -2.903 7.221 0.072 -0.104 -0.060 0.08
H -0.075 -2.278 5.789 -0.035 -0.098 0.070 0.08
H 1.482 0.072 2.415 -0.063 -0.066 0.324 0.05
H 1.352 -1.136 1.382 -0.030 -0.174 -0.012 0.03
C -5.089 1.439 -3.044 -0.941 -0.306 -0.123 -0.06
C -3.805 0.832 -2.541 1.105 1.497 0.259 -0.44
C -3.577 -0.625 -2.869 -0.360 -0.188 -0.232 -0.21
O -2.297 -1.075 -2.473 -0.417 0.049 0.576 -0.25
C -2.201 -1.255 -1.063 -0.803 -0.495 0.208 -0.09
N -2.681 1.562 -3.165 -0.355 -0.660 0.029 0.07
H -5.048 2.528 -3.063 0.349 0.019 -0.171 0.07
H -5.961 1.246 -2.407 0.160 -0.391 0.025 0.07
H -5.319 1.061 -4.045 0.005 0.213 -0.060 0.07
H -3.733 1.035 -1.460 -0.336 -0.543 0.045 0.12
H -3.598 -0.768 -3.953 -0.050 0.218 -0.036 0.13
H -4.381 -1.249 -2.442 0.151 -0.098 0.178 0.12
H -2.298 -0.329 -0.492 -0.036 0.052 -0.180 0.06
H -1.262 -1.733 -0.789 -0.353 -0.003 -0.444 0.05
H -3.020 -1.925 -0.766 -0.068 0.034 0.201 0.09
H -1.854 1.212 -2.688 0.361 0.372 -0.338 0.06
H -2.773 2.563 -3.009 0.092 -0.563 -0.005 0.00
C -0.117 -4.493 -2.468 -0.892 -1.224 0.291 -0.07
C -0.561 -3.965 -3.832 0.626 0.580 0.908 -0.42
C -2.050 -4.190 -4.096 1.009 0.062 0.275 -0.20
O -2.414 -5.510 -3.725 -0.390 0.117 -0.609 -0.20
C -3.650 -5.893 -4.293 0.324 -0.019 0.636 -0.13
N -0.274 -2.513 -3.891 -0.511 -0.223 0.275 0.05
H 0.964 -4.493 -2.333 0.028 0.468 -0.012 0.07
H -0.429 -5.534 -2.301 0.098 -0.018 -0.311 0.06
H -0.636 -3.962 -1.666 0.353 0.392 -0.019 0.07
H 0.037 -4.469 -4.599 -0.152 -0.083 -0.116 0.12
H -2.183 -4.033 -5.172 -0.472 0.127 0.062 0.13
H -2.605 -3.471 -3.483 -0.216 0.074 -0.276 0.12
H -4.491 -5.259 -3.984 0.110 0.119 0.215 0.08
H -3.798 -6.894 -3.889 -0.348 -0.127 -0.441 0.08
H -3.635 -5.853 -5.387 0.153 -0.284 -0.069 0.08
H 0.463 -2.325 -3.212 0.275 0.090 -0.405 0.04
H -1.045 -2.016 -3.411 0.308 -0.179 -0.636 0.04
C 1.102 5.820 0.432 1.023 0.114 -0.949 -0.07
C 2.366 4.955 0.370 -0.529 -1.155 -0.368 -0.43
C 2.492 4.242 1.719 0.156 0.674 -0.681 -0.22
O 3.630 3.406 1.801 0.206 0.377 0.100 -0.16
C 3.704 2.813 3.055 -0.398 -0.694 1.266 -0.15
N 2.208 4.021 -0.752 0.153 0.462 0.057 0.05
H 0.221 5.187 0.520 -0.072 0.151 0.399 0.06
H 1.028 6.272 -0.558 -0.231 0.177 0.103 0.08
H 1.194 6.614 1.174 -0.331 -0.144 0.192 0.07
H 3.260 5.527 0.106 -0.019 0.256 0.455 0.13
H 1.565 3.661 1.811 0.058 -0.080 0.387 0.13
H 2.555 5.036 2.477 -0.125 -0.274 0.337 0.12
H 3.567 3.481 3.922 0.011 0.544 -0.422 0.08
H 4.659 2.327 3.259 0.091 -0.050 -0.637 0.08
H 2.908 2.068 3.206 0.094 -0.138 -0.271 0.07
H 1.437 3.373 -0.618 0.117 -0.064 -0.084 0.06
H 3.067 3.525 -0.937 -0.123 -0.282 0.117 0.06
C -3.498 2.845 2.724 -0.175 0.196 0.371 -0.06
C -2.148 2.272 2.312 -0.652 -0.357 0.129 -0.43
C -1.678 1.181 3.273 0.474 -0.018 -0.301 -0.21
O -1.875 1.546 4.628 0.216 0.183 0.166 -0.19
C -0.991 0.868 5.488 -0.466 -0.011 -0.233 -0.13
N -2.265 1.670 0.977 0.442 0.860 0.400 0.06
H -3.429 3.360 3.686 0.034 -0.129 0.034 0.07
H -4.247 2.055 2.815 0.079 -0.091 -0.015 0.08
H -3.894 3.577 2.017 0.267 -0.094 -0.248 0.07
H -1.400 3.077 2.325 -0.014 0.069 0.114 0.13
H -0.607 1.020 3.076 0.062 0.037 0.115 0.11
H -2.144 0.213 3.053 -0.348 0.127 -0.008 0.13
H -1.141 -0.214 5.405 0.158 -0.078 0.010 0.07
H -1.219 1.165 6.511 0.035 0.083 0.026 0.08
H 0.049 1.115 5.250 0.101 -0.066 0.036 0.08
H -2.516 2.475 0.393 0.076 -0.580 -0.289 0.04
H -1.311 1.407 0.702 -0.513 -0.062 -0.300 0.03
C 5.860 -1.470 -1.931 0.668 -0.064 -0.021 -0.08
C 4.382 -1.665 -1.657 0.117 -1.259 -0.948 -0.45
C 4.078 -2.692 -0.556 0.225 0.966 1.253 -0.22
O 4.738 -3.921 -0.740 0.164 -0.245 -0.599 -0.19
C 4.407 -4.862 0.254 -0.687 0.700 -0.365 -0.12
N 3.666 -0.411 -1.517 -0.385 -0.226 1.100 0.07
H 6.404 -1.117 -1.049 -0.042 -0.020 0.045 0.07
H 6.071 -0.773 -2.745 -0.463 0.278 0.124 0.07
H 6.336 -2.391 -2.279 -0.157 -0.174 0.384 0.07
H 3.992 -2.181 -2.545 -0.130 0.360 -0.199 0.14
H 2.989 -2.807 -0.455 -0.016 -0.157 -0.287 0.11
H 4.399 -2.289 0.425 0.001 0.137 -0.073 0.13
H 3.334 -5.092 0.210 0.017 -0.161 -0.057 0.08
H 4.562 -4.415 1.244 0.392 -0.348 0.129 0.08
H 4.982 -5.758 0.043 0.137 -0.038 0.335 0.08
H 4.015 0.106 -0.707 0.382 -0.014 -0.204 0.08
H 2.746 -0.681 -1.159 -0.210 0.269 -0.593 0.04
```
Positions in Å, forces in eV/Å.

Calculated values
- E (Eh) = -3366.15097
- net charge = -2
- LUMO (eV) = 3.836
- largest force on an atom (eV Å⁻¹) = 6.02
- gap between HOMO and LUMO (eV) = 7.508